# 1
DFT (ωB97M-V/def2-TZVPD) results for C21H24N2O7 in the gas phase in a non-equilibrium geometry.

Summary:
Largest force on an atom   1.44 eV Å⁻¹
HOMO level   -8.31 eV
SMILES string   COc1ccc([N+](=O)[O-])cc1NC(=O)C1(c2ccc(OC)c(OC)c2)CCOCC1
Energy above the lowest of the compared OMol25 structures with the same formula, charge and spin   141.86 kcal/mol
DFT total energy   -1450.714541 Eh
LUMO energy   -0.2 eV
HOMO-LUMO gap   8.1 eV

XYZ file:
```
54
C21H24N2O7 | the OMol25 dataset | ωB97M-V/def2-TZVPD
C -0.411 -3.344 -1.395
H 0.666 -3.317 -1.555
O -0.777 -2.019 -1.074
C -2.057 -1.757 -0.700
C -3.097 -2.676 -0.702
C -4.360 -2.295 -0.286
C -4.581 -0.992 0.132
C -3.556 -0.049 0.139
C -2.294 -0.425 -0.277
N -1.203 0.434 -0.319
C -0.997 1.582 0.397
O -1.832 2.104 1.093
C 0.442 2.095 0.199
C 1.334 0.898 0.498
C 2.080 0.254 -0.490
C 2.796 -0.898 -0.215
C 2.784 -1.436 1.090
C 2.047 -0.791 2.068
C 1.324 0.354 1.772
H 0.736 0.811 2.552
H 2.016 -1.179 3.073
O 3.508 -2.575 1.266
C 3.570 -3.131 2.556
H 4.005 -2.430 3.277
H 2.583 -3.447 2.909
H 4.217 -4.002 2.469
O 3.524 -1.598 -1.130
C 3.615 -1.100 -2.442
H 4.066 -0.103 -2.466
H 2.636 -1.069 -2.933
H 4.261 -1.797 -2.974
H 2.105 0.655 -1.488
C 0.590 2.631 -1.236
H 0.259 1.897 -1.972
H 1.641 2.873 -1.413
C -0.227 3.914 -1.418
O 0.191 4.920 -0.534
C -0.018 4.526 0.805
H 0.328 5.361 1.418
C 0.754 3.254 1.165
H 0.493 2.977 2.185
H 1.826 3.454 1.119
H -1.089 4.367 0.985
H -0.082 4.315 -2.424
H -1.297 3.699 -1.271
H -0.384 0.013 -0.741
H -3.747 0.955 0.483
N -5.898 -0.603 0.556
O -6.083 0.560 0.841
O -6.752 -1.467 0.599
H -5.178 -2.999 -0.283
H -2.932 -3.691 -1.024
H -0.636 -4.028 -0.574
H -0.909 -3.686 -2.307
```

---

# 2
DFT (ωB97M-V/def2-TZVPD) results for C5H11N2O2 as an isolated structure in a non-equilibrium geometry.

Summary:
Largest force on an atom   1.97 eV Å⁻¹
HOMO level   -12.70 eV
Charge   +1
Energy above the lowest of the compared OMol25 structures with the same formula, charge and spin   32.19 kcal/mol
DFT total energy   -456.825088 Eh
LUMO energy   -3.4 eV
HOMO-LUMO gap   9.3 eV

XYZ file:
```
20
C5H11N2O2 | the OMol25 dataset | ωB97M-V/def2-TZVPD
C -2.145 -1.885 0.799
C -0.084 0.381 -0.012
C -1.120 -2.796 0.409
C 1.466 2.316 -0.562
C 0.141 1.691 -0.314
N 0.904 -0.617 0.166
N -1.477 -0.161 0.237
O -3.158 -1.722 1.308
O -0.964 2.485 -0.371
H -0.144 -2.391 0.714
H -1.309 -3.782 0.837
H -1.079 -2.875 -0.678
H 1.655 3.082 0.191
H 2.277 1.594 -0.536
H 1.461 2.799 -1.540
H 1.244 -0.998 -0.714
H 1.698 -0.278 0.697
H -1.911 0.442 0.943
H -2.020 -0.021 -0.619
H -0.721 3.406 -0.529
```

---

# 3
DFT (ωB97M-V/def2-TZVPD) results for a 3-piece molecular cluster, C20H32N2O2 overall in a non-equilibrium geometry.

Summary:
Largest force on an atom   1.30 eV Å⁻¹
HOMO level   -9.42 eV
SMILES string   C#CC[C@@](C)(C#N)[C@@H](C#N)CCCCCC.CC(C)=O.CC(C)=O
Energy above the lowest of the compared OMol25 structures with the same formula, charge and spin   104.33 kcal/mol
DFT total energy   -1041.160688 Eh
LUMO energy   0.4 eV
HOMO-LUMO gap   9.8 eV

XYZ file:
```
56
C20H32N2O2 | the OMol25 dataset | ωB97M-V/def2-TZVPD
C 0.296 -3.821 2.204
C 1.160 -2.993 2.068
C 2.266 -2.041 2.057
C 2.458 -1.304 0.689
C 3.741 -1.894 0.045
C 1.379 -1.557 -0.265
N 0.481 -1.711 -0.954
C 2.708 0.209 0.935
C 3.066 0.895 -0.305
N 3.398 1.434 -1.255
C 1.627 1.004 1.683
C 0.290 1.188 0.933
C -0.796 0.308 1.575
C -2.108 0.246 0.775
C -2.622 -1.179 0.527
C -3.781 -1.610 1.469
H -0.493 -4.537 2.189
H 2.110 -1.337 2.873
H 3.184 -2.580 2.282
H 3.565 -2.958 -0.130
H 4.595 -1.802 0.711
H 3.930 -1.461 -0.935
H 3.610 0.253 1.554
H 1.413 0.591 2.667
H 2.054 1.993 1.862
H -0.049 2.221 0.973
H 0.400 0.898 -0.112
H -1.002 0.755 2.553
H -0.396 -0.687 1.772
H -1.963 0.743 -0.186
H -2.878 0.804 1.306
H -1.823 -1.911 0.617
H -2.989 -1.282 -0.494
H -4.189 -0.761 2.013
H -3.408 -2.355 2.170
H -4.577 -2.071 0.888
C -5.668 -1.874 -2.910
C -6.284 -3.038 -2.170
O -5.670 -3.643 -1.323
C -7.701 -3.409 -2.538
H -4.654 -1.713 -2.553
H -5.641 -2.083 -3.981
H -6.255 -0.970 -2.739
H -7.754 -3.680 -3.594
H -8.368 -2.566 -2.352
H -8.021 -4.256 -1.936
C 4.186 4.728 -1.479
C 4.790 6.067 -1.136
O 4.163 7.095 -1.238
C 6.223 6.064 -0.656
H 3.159 4.866 -1.809
H 4.754 4.251 -2.279
H 4.192 4.077 -0.604
H 6.874 5.642 -1.424
H 6.312 5.466 0.252
H 6.537 7.083 -0.444
```

---

# 4
DFT (ωB97M-V/def2-TZVPD) results for C33H26Cl3CsGeN7O12 as an isolated structure in a non-equilibrium geometry.

Summary:
Largest force on an atom   1.02 eV Å⁻¹
HOMO level (alpha / beta)   -2.53 / -3.21 eV
Charge   -2
2S+1   2
Energy above the lowest of the compared OMol25 structures with the same formula, charge and spin   16.45 kcal/mol
DFT total energy   -6037.134202 Eh
LUMO energy (alpha / beta)   2.7 / 2.7 eV
HOMO-LUMO gap (alpha / beta)   5.2 / 5.9 eV

XYZ file:
```
83
C33H26Cl3CsGeN7O12 | the OMol25 dataset | ωB97M-V/def2-TZVPD
Cs 1.667 -0.406 0.025
O 0.133 0.944 -2.399
C 0.685 0.239 -3.500
C 0.195 -1.203 -3.642
N 0.271 -1.984 -2.408
C 1.389 -2.942 -2.412
C 2.728 -2.313 -2.885
O 3.092 -2.586 -4.041
O 3.335 -1.595 -2.044
C -0.973 -2.639 -2.048
C -1.070 -3.001 -0.566
O -1.027 -4.134 -0.158
O -1.270 -1.915 0.186
H -0.804 0.720 -2.265
H 1.769 0.255 -3.384
H 0.403 0.747 -4.433
H 0.783 -1.675 -4.437
H -0.845 -1.176 -3.981
H 1.161 -3.794 -3.070
H 1.476 -3.323 -1.391
H -1.119 -3.579 -2.602
H -1.805 -1.963 -2.254
C -13.015 5.865 1.858
O -12.747 5.125 0.686
C -11.472 4.674 0.512
C -10.435 4.894 1.406
C -9.171 4.382 1.125
C -8.925 3.652 -0.028
C -9.983 3.442 -0.918
C -11.236 3.944 -0.654
C -7.600 3.099 -0.340
N -7.266 2.543 -1.478
C -5.952 2.158 -1.309
C -5.496 2.502 -0.068
N -6.560 3.117 0.550
C -4.175 2.216 0.404
C -3.717 2.531 1.689
C -2.445 2.175 2.046
C -1.666 1.480 1.105
N -2.086 1.157 -0.098
C -3.313 1.546 -0.476
C -3.770 1.193 -1.833
N -2.893 0.599 -2.664
C -3.303 0.262 -3.869
C -4.600 0.481 -4.345
C -5.497 1.106 -3.519
C -5.084 1.485 -2.238
H -14.067 6.135 1.814
H -12.410 6.775 1.903
H -12.834 5.268 2.757
H -10.587 5.456 2.316
H -8.374 4.576 1.832
H -9.790 2.870 -1.816
H -12.060 3.781 -1.337
H -6.588 3.441 1.499
H -4.369 3.044 2.388
H -2.036 2.393 3.023
H -0.663 1.171 1.379
H -2.568 -0.211 -4.510
H -4.874 0.167 -5.343
H -6.515 1.319 -3.821
Cl 4.450 0.494 3.249
Ge 2.066 0.537 3.204
Cl 1.804 2.527 2.009
Cl 1.590 1.468 5.121
O 1.563 -1.920 3.524
C 0.512 -1.590 2.971
O 0.278 -0.308 2.742
C -0.528 -2.532 2.507
C -1.648 -2.043 1.649
C -2.851 -2.884 1.826
C -2.799 -4.156 2.323
C -1.609 -4.655 2.839
C -0.498 -3.801 3.000
N -1.576 -5.981 3.369
O -2.605 -6.654 3.348
O -0.554 -6.354 3.939
N -4.114 -2.328 1.455
O -4.128 -1.179 1.013
O -5.126 -3.021 1.524
H -1.869 -1.000 1.848
H -3.694 -4.760 2.357
H 0.349 -4.129 3.585
```

---

# 5
DFT (ωB97M-V/def2-TZVPD) results for a 2-piece molecular cluster, C3H4N2O2 overall in a non-equilibrium geometry.

Summary:
Largest force on an atom   3.96 eV Å⁻¹
HOMO level   -7.88 eV
Energy above the lowest of the compared OMol25 structures with the same formula, charge and spin   81.71 kcal/mol
DFT total energy   -376.633579 Eh
LUMO energy   -0.1 eV
HOMO-LUMO gap   7.8 eV

XYZ file:
```
11
C3H4N2O2 | the OMol25 dataset | ωB97M-V/def2-TZVPD
C 0.773 -0.805 -0.643
C -1.815 -1.672 -0.112
C 1.169 0.079 0.438
N 0.141 -1.435 -1.372
N 0.506 1.484 0.280
O -1.925 -0.534 0.025
O -1.928 -2.796 -0.163
H 2.224 0.221 0.479
H -0.544 1.393 0.330
H 0.889 2.037 -0.434
H 0.511 2.027 1.173
```

---

# 6
DFT (ωB97M-V/def2-TZVPD) results for a 2-piece molecular cluster, C3H11N2OS overall in a non-equilibrium geometry.

Summary:
Largest force on an atom   2.20 eV Å⁻¹
HOMO level   -3.27 eV
Charge   -1
Energy above the lowest of the compared OMol25 structures with the same formula, charge and spin   34.75 kcal/mol
DFT total energy   -703.828725 Eh
LUMO energy   3.3 eV
HOMO-LUMO gap   6.6 eV

XYZ file:
```
18
C3H11N2OS | the OMol25 dataset | ωB97M-V/def2-TZVPD
C 0.719 -0.784 -0.984
C -0.688 -0.821 -1.543
S -0.990 0.377 -2.828
N 0.787 -1.704 0.140
H 1.467 -1.049 -1.758
H 0.891 0.272 -0.681
H -1.035 -1.824 -1.831
H -1.335 -0.451 -0.730
H -0.268 -0.278 -3.736
H 1.781 -1.906 0.471
H 0.170 -1.310 0.875
N 0.002 2.129 1.338
C -0.154 0.794 2.049
O -1.007 0.048 1.271
H -0.816 2.211 0.748
H 0.067 2.916 1.981
H 0.881 0.367 2.121
H -0.470 1.011 3.098
```